{
  "formula": "C31H52Cl2F4N3O4S2",
  "method": "wB97M-V/def2-TZVPD",
  "elements": ["Cl", "Cl", "S", "S", "F", "F", "F", "F", "O", "O", "O", "O", "N", "N", "N", "C", "C", "C", "C", "C", "C", "C", "C", "C", "C", "C", "C", "C", "C", "C", "C", "C", "C", "C", "C", "C", "C", "C", "C", "C", "C", "C", "C", "C", "C", "C", "H", "H", "H", "H", "H", "H", "H", "H", "H", "H", "H", "H", "H", "H", "H", "H", "H", "H", "H", "H", "H", "H", "H", "H", "H", "H", "H", "H", "H", "H", "H", "H", "H", "H", "H", "H", "H", "H", "H", "H", "H", "H", "H", "H", "H", "H", "H", "H", "H", "H", "H", "H"],
  "xyz": [[-3.629, 3.396, 4.476], [-5.864, 2.097, 3.145], [-1.092, 1.335, -0.773], [-0.044, 0.555, 1.158], [-2.412, 7.692, -0.203], [-0.389, 2.796, -1.006], [1.428, 0.082, 1.743], [-4.766, -2.894, -2.444], [-1.502, 1.086, -2.150], [-2.182, 1.701, 0.128], [-0.885, -0.587, 1.543], [-0.074, 1.699, 2.092], [3.543, 1.207, -2.575], [-0.083, -4.193, 0.725], [0.358, 0.618, -0.288], [-1.512, -3.791, 1.218], [-1.879, 7.890, 2.147], [-1.262, 7.257, 3.253], [-7.105, -1.562, 0.202], [-2.556, -5.084, -0.666], [2.364, 0.578, -3.354], [-0.178, -5.571, 0.075], [-1.058, 5.236, 2.035], [-0.807, 5.918, 3.158], [-5.389, -2.068, -1.490], [-6.530, -2.399, -0.728], [4.216, 3.651, -1.859], [-1.773, 5.775, 0.970], [-1.130, -5.594, -1.185], [-2.498, -3.741, 0.116], [0.953, -4.362, 1.894], [5.887, 2.095, -2.935], [3.820, 0.513, -1.182], [-2.007, 7.138, 0.978], [2.145, -3.202, 3.922], [5.480, 3.541, -2.765], [4.827, 1.155, -3.477], [3.120, 2.771, -2.407], [3.826, -1.550, 0.209], [3.974, -1.056, -1.236], [0.510, -3.141, -0.285], [1.281, -3.099, 2.720], [-6.579, -0.260, 0.305], [-4.879, -0.809, -1.240], [-4.372, 2.958, 2.866], [-5.461, 0.163, -0.443], [4.522, -1.016, 0.856], [2.765, -1.379, 0.392], [-4.003, -0.577, -1.828], [1.559, -3.871, 4.553], [-0.233, 5.410, 3.919], [-2.141, 8.936, 2.086], [6.751, 2.069, -3.599], [4.959, -1.414, -1.538], [2.925, 0.801, -0.630], [2.733, 3.144, -3.355], [0.326, -2.636, 2.970], [6.311, 4.168, -2.443], [1.829, -4.864, 1.485], [-0.696, -4.971, -1.967], [4.649, 3.359, -0.902], [1.513, -3.515, -0.491], [3.235, -1.528, -1.883], [-3.461, -3.523, 0.578], [-2.029, 5.157, 0.122], [0.852, -5.809, -0.192], [0.337, -5.036, 2.489], [2.307, 2.831, -1.682], [-2.962, -5.901, -0.069], [3.880, -2.628, 0.357], [-2.382, -2.958, -0.633], [-7.895, -1.908, 0.852], [5.184, 3.858, -3.765], [-1.772, -4.539, 1.967], [-3.630, 2.349, 2.349], [1.787, -2.401, 2.053], [1.519, 0.593, -2.666], [-0.689, 4.223, 1.965], [4.515, 1.613, -4.415], [-4.549, 3.905, 2.356], [-7.014, -3.321, -1.015], [4.768, 0.970, -0.897], [-3.206, -5.064, -1.541], [2.281, -2.227, 4.390], [-1.259, -6.591, -1.605], [-6.883, 0.455, 1.055], [3.111, -3.639, 3.670], [5.123, 0.153, -3.787], [-4.926, 1.097, -0.353], [-0.143, -3.094, -1.157], [2.031, 1.020, -4.294], [-1.184, 7.802, 4.182], [2.724, -0.436, -3.525], [0.571, -2.198, 0.258], [-1.508, -2.844, 1.758], [6.340, 1.789, -1.992], [-0.420, -6.355, 0.793], [3.740, 4.601, -1.618]],
  "forces_ev_per_angstrom": [[-0.057, -0.002, -0.670], [-0.049, -0.028, -0.244], [-1.746, 3.804, -5.134], [1.946, -2.279, 11.576], [0.664, -0.844, 2.475], [-0.079, -0.210, 0.460], [-0.150, -0.700, -1.260], [-1.219, 1.078, 1.736], [1.212, -1.170, 2.297], [2.054, -1.501, -0.374], [0.756, 1.705, -1.315], [-1.214, -0.583, -2.892], [-0.151, 1.216, -1.637], [0.503, 0.991, -0.267], [-2.758, 1.272, -3.359], [1.441, 0.226, 0.627], [1.116, -0.433, 0.659], [-1.556, 2.009, -1.069], [1.103, 1.513, -0.172], [0.976, -0.540, -0.816], [0.890, -0.784, 1.581], [0.319, -0.040, -1.626], [-0.619, -1.973, -2.441], [0.548, 0.591, 1.054], [-0.836, 0.677, 1.046], [0.527, -1.787, -2.047], [1.722, -0.726, -0.120], [1.308, -2.147, 0.275], [-0.650, 1.046, 2.192], [-0.853, -1.283, -1.531], [-1.541, 0.134, 0.589], [1.362, -0.463, 0.811], [-0.377, -0.470, -2.258], [-1.321, 2.296, -1.446], [-0.358, -1.252, 0.412], [-1.710, 0.856, -0.922], [-1.219, 1.623, 0.086], [0.492, -1.354, 1.273], [-1.344, 0.041, -0.605], [0.543, 0.391, 0.359], [-0.757, -1.289, 1.413], [-0.720, 1.049, -2.610], [0.851, 0.646, 0.419], [1.360, -0.072, -1.894], [0.676, 0.375, 0.791], [-0.649, -2.156, 0.459], [-0.382, -0.131, 0.279], [0.202, 0.579, 0.989], [0.313, 0.337, -0.023], [0.702, -0.014, 0.849], [-0.090, 0.330, 0.391], [-0.043, 0.058, 0.433], [-0.114, -0.108, -0.315], [0.104, 0.589, -0.622], [0.399, -0.062, 0.528], [0.313, -0.412, -0.207], [0.019, 0.138, 0.126], [-0.095, -0.160, 0.099], [-0.128, 0.005, -0.054], [-0.212, 0.077, -0.018], [-0.763, -0.551, 0.463], [-0.119, 0.071, -0.338], [-0.051, 0.100, 0.097], [-0.135, -0.116, -0.019], [-0.017, 0.053, -0.184], [0.051, 0.063, -0.307], [0.682, -0.399, 0.467], [-0.282, -0.705, -0.145], [0.047, 0.082, 0.379], [0.738, -0.040, -0.368], [0.449, 0.340, 0.304], [-0.170, 0.089, -0.210], [0.123, 0.506, -0.200], [-0.008, -0.300, -0.174], [-0.290, -0.043, 0.041], [-0.223, 0.169, -0.242], [-0.012, -0.230, -0.040], [-0.239, -0.325, -0.120], [-0.337, 0.023, -0.118], [-0.159, -0.263, 0.035], [-0.072, -0.389, 0.436], [-0.465, 0.016, 0.586], [-0.118, 0.500, 0.095], [-0.072, -0.167, -0.022], [0.277, -0.047, 0.303], [-0.664, -0.191, 0.056], [0.038, -0.041, 0.261], [-0.043, -0.185, 0.893], [-0.433, 0.195, 0.204], [0.301, 0.105, 0.152], [0.789, 0.553, 0.160], [0.180, 0.097, 0.018], [-0.546, -0.016, -0.230], [-0.235, -0.094, -0.200], [0.609, 0.084, -0.248], [-0.194, -0.532, 0.208], [-0.499, 0.485, 0.350], [0.438, 0.417, -0.678]],
  "mulliken_spin": [0.003, 0.001, 0.001, 0.000, 0.064, 0.000, 0.000, 0.000, 0.000, -0.001, 0.000, 0.000, 0.000, 0.000, 0.000, 0.000, -0.041, 0.229, 0.000, 0.000, 0.000, 0.000, -0.008, 0.206, 0.000, 0.000, 0.000, 0.193, 0.000, 0.000, 0.000, 0.000, 0.000, 0.298, 0.000, 0.000, 0.000, 0.000, 0.000, 0.000, 0.000, 0.000, 0.000, 0.000, -0.002, 0.000, 0.000, 0.000, 0.000, 0.000, 0.001, 0.004, 0.000, 0.000, 0.000, 0.000, 0.000, 0.000, 0.000, 0.000, 0.000, 0.000, 0.000, 0.000, 0.020, 0.000, 0.000, 0.000, 0.000, 0.000, 0.000, 0.000, 0.000, 0.000, 0.001, 0.000, 0.000, 0.022, 0.000, 0.001, 0.000, 0.000, 0.000, 0.000, 0.000, 0.000, 0.000, 0.000, 0.000, 0.000, 0.000, 0.006, 0.000, 0.000, 0.000, 0.000, 0.000, 0.000],
  "gap_ev": [6.86, 2.66],
  "fmax_ha_per_bohr": 0.233,
  "homo_energy_ev": [-12.45, -12.45],
  "multiplicity": 2,
  "total_charge": 2
}